[1]
Entry from OMol25: C34H49MnN4SbSi3 as an isolated structure (the ωB97M-V functional and the def2-TZVPD basis).

Its multiplicity is 6. Its highest occupied orbital energy (alpha / beta) is -6.752 / -7.494 eV. For the HOMO-LUMO gap (alpha / beta), the calculation gives 7.17 / 7.69 eV. As for the expectation value of S²: 8.757.

Each line ends with the Löwdin spin population.
Geometry (Å):
Sb -2.1730 -0.4293 1.4884  0.010
Mn 0.7461 -1.0626 -0.3822  4.639
Si -2.6243 2.6820 -0.1892  0.001
Si -1.6299 2.4554 2.7936  0.000
Si -1.3140 -3.4934 0.4598  0.010
N 0.0687 1.0754 -0.6985  0.031
N 2.7789 -1.5321 -0.9296  0.026
N -0.5553 -1.5251 -2.1962  0.036
N 1.6537 -1.3682 1.5675  0.043
C -1.8804 -1.3128 -4.1692  0.003
C -4.2625 -0.2765 0.9365  0.004
C 4.7278 -0.9008 -2.3937  0.001
C 1.1311 1.3400 -1.4747  0.014
C 0.7908 2.7691 0.7881  0.005
C 2.0793 2.2967 -1.1797  0.006
C 5.0583 0.2166 -1.6313  0.000
C -1.7688 4.3063 -0.6264  0.000
C -2.9276 -1.4947 -2.0266  0.003
C 5.6437 -1.3632 -3.3319  0.000
C 2.9535 -1.8059 1.4074  0.007
C -1.5187 1.7053 1.0387  0.002
C -1.3819 -1.6873 0.0172  0.030
C -1.1361 -3.8506 2.2996  0.000
C 7.1750 0.3986 -2.7595  0.000
C 1.9076 2.9974 0.0097  0.007
C -0.1740 1.8237 0.3995  0.013
C 0.1273 -4.3386 -0.4235  0.009
C -0.6667 -1.4019 -3.5208  0.006
C -1.6617 -1.5453 -1.4192  0.013
C 3.4958 -1.8710 0.1008  0.016
C -4.3200 3.1081 0.5043  0.000
C -3.2581 1.9812 3.6183  0.000
C 6.8580 -0.7187 -3.5175  0.000
C 3.5188 -2.1235 2.6481  0.013
C -1.5861 4.3482 2.8613  0.000
C -2.8771 1.8417 -1.8512  0.001
C 2.5327 -1.8597 3.5966  0.006
C -0.2360 1.8167 3.8856  0.000
C -2.8756 -4.3947 -0.1134  0.002
C 1.4191 -1.3982 2.8840  0.017
C 3.3809 -1.5856 -2.2567  0.005
C -3.0338 -1.3740 -3.3927  0.002
C 6.2728 0.8606 -1.8130  0.000
H -1.3220 -4.9188 2.4425  0.000
H -3.5491 0.9870 -1.8268  0.000
H -3.7319 -4.1057 0.5018  0.000
H 4.3682 0.5699 -0.8767  0.000
H 1.2047 0.7270 -2.3707  0.004
H 4.5165 -2.4961 2.8202  0.001
H 0.2655 -1.3898 -4.0771  0.000
H 2.6805 -1.1131 -2.9535  0.001
H -4.8199 0.1912 1.7470  0.000
H -4.2740 3.8248 1.3254  0.000
H -2.4731 4.9144 -1.2004  0.000
H -3.1230 -4.1630 -1.1513  0.000
H -0.4815 0.8294 4.2759  0.000
H -1.9219 -1.2131 -5.2441  0.000
H 4.5325 -2.1868 -0.0211  0.001
H -0.0350 -4.4002 -1.5014  0.000
H 0.2279 -5.3584 -0.0424  0.001
H -1.7496 4.6182 3.9082  0.000
H -0.6404 4.7991 2.5627  0.000
H 0.6461 3.3455 1.6869  0.000
H -1.9343 1.5057 -2.2831  0.000
H -0.9007 4.1301 -1.2650  0.000
H -4.8861 2.2400 0.8424  0.000
H -2.3762 4.8259 2.2796  0.000
H 2.6341 3.7378 0.3198  0.000
H 2.9216 2.4655 -1.8338  0.000
H -4.1116 1.9705 2.9416  0.000
H -4.6012 -1.3105 0.8465  0.000
H -0.1189 2.4872 4.7409  0.000
H 1.0880 -3.8407 -0.2561  0.004
H -3.4755 2.7181 4.3949  0.000
H 7.5612 -1.0965 -4.2485  0.000
H -3.1961 1.0037 4.0965  0.000
H -4.4786 0.2416 0.0045  0.000
H -0.1341 -3.6357 2.6656  0.000
H -4.8928 3.5742 -0.3015  0.000
H 0.4575 -1.1038 3.2795  0.001
H -1.4416 4.8968 0.2303  0.000
H -4.0104 -1.3275 -3.8590  0.000
H -2.7668 -5.4782 -0.0364  0.000
H 5.4074 -2.2428 -3.9200  0.000
H 6.5185 1.7235 -1.2072  0.000
H -3.3118 2.5846 -2.5266  0.000
H 8.1247 0.8985 -2.8984  0.000
H -3.8093 -1.5594 -1.4058  0.000
H 0.7312 1.7346 3.3901  0.000
H -1.8472 -3.3093 2.9244  0.000
H 2.6000 -1.9795 4.6657  0.000
H 3.4701 -2.6252 -2.5948  0.000

***

[2]
Entry from OMol25: C34H49NOPPdS as an isolated structure (the ωB97M-V functional and the def2-TZVPD basis).

Its multiplicity is 2. Its highest occupied orbital energy (alpha / beta) is -6.626 / -7.147 eV. For the HOMO-LUMO gap (alpha / beta), the calculation gives 7.33 / 7.78 eV. As for the expectation value of S²: 0.755.

Each line ends with the Löwdin spin population.
Geometry (Å):
Pd 1.0876 -0.1176 0.0416  0.682
S 2.0636 -2.2881 0.2346  0.057
P 0.3135 2.0773 0.1135  0.030
O 3.2208 0.3849 -0.3737  0.083
N 4.1022 -0.5931 -0.2380  0.005
C 0.9779 3.2503 -1.2068  0.004
C -2.0131 -5.5303 -0.9026  0.001
C -0.0938 -5.4902 0.7220  0.000
C -3.5571 0.7473 -0.1407  0.000
C 6.0626 -2.5030 -0.0043  -0.001
C -3.6846 3.1314 -0.0168  0.000
C -2.1599 0.7793 -0.0971  0.001
C 0.2381 4.5738 -1.4166  0.002
C 4.7425 -2.8297 0.1512  0.003
C -1.1648 -1.1562 -1.3860  0.027
C -0.8833 -2.5135 -1.4571  -0.004
C -0.9504 -3.3462 -0.3494  0.012
C 0.4314 4.3328 1.9723  0.002
C -0.9450 -1.2904 3.4286  0.001
C -0.3562 2.1196 2.7679  0.002
C 0.9440 2.4905 -2.5353  0.001
C -4.3180 1.9011 -0.1016  0.000
C 2.4524 3.5289 -0.8849  0.001
C -1.9760 -0.9049 2.3624  0.002
C -0.0776 -0.6548 -3.6204  0.000
C -1.2912 -2.7761 0.8663  -0.004
C -1.5081 -0.5812 -0.1385  0.021
C -2.5781 -0.5926 -3.3662  0.001
C -2.3029 3.1816 0.0193  0.002
C -1.2346 -0.3553 -2.6688  0.002
C -0.7068 -4.8316 -0.5110  0.002
C 2.0372 2.4406 2.2876  0.002
C 6.4054 -1.1764 -0.2848  0.000
C -1.5716 -1.4201 0.9940  0.030
C 0.6229 2.8237 1.8248  0.006
C -3.3643 -1.4139 2.7596  0.001
C 3.7181 -1.8681 0.0374  0.008
C -1.5148 2.0264 -0.0300  0.007
C 5.4047 -0.2549 -0.3943  0.002
H 0.5970 4.5975 3.0212  0.001
H 0.8799 -0.6367 -3.0975  0.000
H 0.0730 -1.0922 3.0886  0.001
H -4.1270 -1.0944 2.0486  0.000
H -2.0272 0.1829 2.3130  0.000
H -0.0011 -4.9451 -1.3399  0.000
H -1.1875 0.6977 -2.3954  0.000
H 0.8064 -4.9656 1.0419  0.000
H 1.4406 3.0968 -3.2988  0.000
H -2.7519 -5.4212 -0.1048  0.000
H -0.6097 -2.9471 -2.4124  -0.001
H 6.8288 -3.2606 0.0900  0.000
H 2.8178 2.9882 1.7657  0.000
H -0.7991 -5.5048 1.5561  0.000
H -1.3947 2.3783 2.5551  0.000
H 2.9948 2.6114 -0.6504  0.001
H 1.4661 1.5362 -2.4592  0.000
H -0.0504 0.0834 -4.4242  0.000
H -4.2626 4.0456 0.0237  0.000
H -2.6451 0.0001 -4.2812  0.000
H 1.1407 4.9078 1.3799  0.000
H -2.6843 -1.6464 -3.6338  0.000
H 2.1227 2.6763 3.3526  0.000
H -5.3984 1.8392 -0.1331  0.000
H -4.0458 -0.2173 -0.2080  0.001
H -1.8482 -6.5964 -1.0706  0.000
H 0.1649 -6.5271 0.5005  0.000
H 0.7973 5.1660 -2.1472  0.000
H -2.4357 -5.0989 -1.8113  0.000
H 2.9124 3.9795 -1.7690  0.000
H 4.4341 -3.8421 0.3693  0.001
H -0.1909 -1.6362 -4.0849  0.000
H -3.3781 -2.5051 2.8006  0.000
H 2.2236 1.3748 2.1495  0.002
H -1.3372 -3.3960 1.7528  -0.001
H -0.5804 4.6514 1.7198  0.000
H -0.2408 1.0380 2.7021  0.001
H -1.0079 -2.3541 3.6670  0.000
H 2.5669 4.2359 -0.0646  0.000
H -3.6391 -1.0351 3.7463  0.000
H -3.4153 -0.3204 -2.7223  0.000
H 7.4313 -0.8661 -0.4169  0.000
H -1.8262 4.1465 0.0961  0.000
H 5.5547 0.7914 -0.6101  0.001
H -0.1356 2.4190 3.7961  0.000
H -0.0762 2.3136 -2.8750  0.000
H -0.7596 4.4131 -1.8247  0.000
H -1.1247 -0.7346 4.3511  0.000
H 0.1552 5.1712 -0.5107  0.000

***

[3]
Entry from OMol25: C34H50AlFN4O5SSi2 as an isolated structure (the ωB97M-V functional and the def2-TZVPD basis).

Its multiplicity is 1. Its highest occupied orbital energy is -7.712 eV. For the HOMO-LUMO gap, the calculation gives 6.66 eV.

Each line ends with the Mulliken charge.
Geometry (Å):
S 1.1494 0.5666 0.0950  0.054
Si -2.3623 -0.9975 3.9764  0.560
Si 2.0209 -0.0141 -1.7743  -1.662
Al -0.7844 -0.0176 1.1882  -1.814
F -1.0526 -1.5586 -0.1498  0.228
O 1.4688 0.8724 -3.0066  0.519
O 1.8861 -1.5850 -2.1251  0.351
O 3.5825 0.3607 -1.5621  0.485
O -3.5811 4.5392 0.8367  -0.663
O -2.1654 0.6562 0.1394  0.254
N -1.8633 2.6111 1.2434  -2.123
N 0.5620 0.1079 2.8341  1.369
N -0.9578 1.8748 1.8623  2.001
N -1.8527 -1.2089 2.3094  1.432
C 1.6333 2.2438 -3.3327  1.707
C 5.6431 -0.7743 -1.7623  -1.771
C 2.4423 -0.6421 4.0795  -1.256
C 1.4444 3.1247 -2.1005  -1.354
C 0.5585 2.5592 -4.3781  -1.790
C 1.9199 -1.8673 -4.5356  -1.501
C -4.0655 3.7667 -0.1437  0.308
C 5.2476 0.9790 0.0047  -1.722
C 4.6285 -0.1828 -0.7788  1.778
C 1.9225 1.6859 3.9979  -1.068
C -3.4941 -4.2657 -0.0648  -0.694
C -2.4030 -2.2531 1.6203  0.585
C -5.1499 2.2770 -2.2564  -0.862
C -3.3125 -3.2098 2.0987  -0.748
C -5.1310 4.2606 -0.8993  -0.661
C -0.0621 2.3521 2.6484  -1.238
C 1.3445 -2.3343 -3.1986  1.873
C -2.0334 -2.4353 0.2855  0.612
C -1.7976 0.5964 4.8488  -1.167
C -4.2713 -0.8940 4.1843  -1.481
C 2.7349 0.6645 4.4521  -0.662
C 4.1330 -1.2607 0.1835  -1.303
C -4.1050 1.7681 -1.5186  -0.499
C -3.5612 2.4856 -0.4444  0.165
C -2.4960 1.8701 0.3357  0.710
C -2.5456 -3.3851 -0.5611  -1.200
C 1.3442 -0.8630 3.2632  -0.594
C -1.6222 -2.4271 5.0206  -1.182
C -3.8514 -4.1731 1.2698  -1.223
C -5.6762 3.5218 -1.9272  -0.374
C 3.0384 2.4461 -3.9056  -1.504
C 0.8329 1.3715 3.1879  1.194
C 1.7326 -3.7943 -2.9306  -1.881
C -0.1713 -2.1630 -3.2046  -0.965
H -2.3576 0.6928 5.7743  0.550
H -2.0251 -2.4130 6.0287  0.436
H -5.5660 1.7136 -3.0770  0.428
H 2.1757 2.8514 -1.3444  0.200
H -5.5196 5.2330 -0.6417  0.443
H -0.7473 0.5916 5.1150  0.226
H 2.1135 2.7180 4.2420  0.565
H 1.5139 -2.4682 -5.3477  0.513
H 5.1504 -1.5355 -2.3624  0.257
H -4.6222 0.1238 4.0317  0.350
H -0.4071 -1.1069 -3.3138  0.063
H -6.5170 3.9164 -2.4782  0.383
H -0.4268 2.4571 -3.9278  0.338
H -0.6262 -2.7298 -4.0145  0.715
H -1.9890 1.4825 4.2561  0.305
H 0.0479 3.4077 2.8684  0.453
H 3.4274 -0.8254 0.8871  0.156
H 3.1908 1.7925 -4.7615  0.327
H 0.4515 2.9708 -1.6839  0.150
H 1.0830 -1.8546 2.9224  0.728
H -3.5999 -3.2009 3.1338  0.474
H 3.6254 -2.0421 -0.3746  0.095
H 0.6790 3.5745 -4.7478  0.435
H -0.5421 -2.3349 5.1039  0.257
H 6.1054 0.6360 0.5784  0.474
H -4.5521 -1.1855 5.1936  0.385
H 3.0568 -1.4653 4.4098  0.524
H 1.6535 -0.8256 -4.6884  0.133
H 3.5750 0.8812 5.0955  0.485
H -2.8029 4.0859 1.2373  0.584
H -3.6779 0.8030 -1.7495  0.495
H -4.5723 -4.8675 1.6749  0.408
H -1.8326 -3.4047 4.6007  0.370
H 1.3317 -4.1132 -1.9709  0.348
H 2.8165 -3.8842 -2.9024  0.363
H 6.0070 0.0094 -2.4228  0.329
H -2.2231 -3.4378 -1.5883  0.624
H 1.5683 4.1722 -2.3642  0.574
H 3.0035 -1.9572 -4.5350  0.333
H 1.3453 -4.4431 -3.7130  0.409
H -4.8246 -1.5237 3.4976  0.477
H 4.9692 -1.6902 0.7309  0.615
H 5.5635 1.7543 -0.6891  0.322
H 0.6342 1.8619 -5.2100  0.336
H 6.4841 -1.2203 -1.2372  0.442
H 3.1844 3.4791 -4.2137  0.463
H -0.5591 -2.5084 -2.2541  -0.367
H -3.9325 -5.0102 -0.7091  0.438
H 4.5015 1.3972 0.6766  0.241
H 3.7657 2.1903 -3.1402  0.122

***

In the order shown, the computed relative energy (zero: lowest compared OMol25 entry of this formula, charge and spin) values come out to 3.8; 0.0; 16.5 kcal/mol.
In the order shown, the computed molecular weight values come out to 774.75; 657.23; 729.02 g/mol.
In the order shown, the computed maximum force values come out to 0.77; 0.20; 1.25 eV Å⁻¹.